No. 1
# C35H37BFN15O3SSc

A structure of composition C35H37BFN15O3SSc (wB97M-V/def2-TZVPD, the Open Molecules 2025 dataset).

CARTESIAN COORDINATES (ANGSTROEM)
Sc1 -2.042 -1.141 -0.851
C1 -1.048 0.993 2.835
C2 -0.608 0.128 1.840
N1 -1.644 -0.471 1.252
N2 -2.755 -0.017 1.871
C3 -2.423 0.869 2.817
B1 -4.108 -0.703 1.558
N3 -4.646 -0.260 0.184
C4 -5.548 0.708 -0.046
C5 -5.830 0.728 -1.394
C6 -5.041 -0.290 -1.927
N4 -4.322 -0.878 -0.973
N5 -3.813 -2.217 1.476
C7 -4.265 -3.180 2.292
C8 -3.779 -4.391 1.851
C9 -3.015 -4.065 0.735
N6 -3.031 -2.750 0.515
N7 -5.165 -0.442 2.602
C10 -6.431 -0.932 2.559
C11 -7.083 -0.529 3.697
C12 -6.127 0.221 4.399
N8 -4.998 0.258 3.729
H1 -0.455 1.601 3.485
H2 0.402 -0.106 1.554
H3 -3.168 1.327 3.435
H4 -5.932 1.314 0.750
H5 -6.500 1.388 -1.907
H6 -4.973 -0.630 -2.945
H7 -4.895 -2.961 3.129
H8 -3.951 -5.359 2.273
H9 -2.479 -4.733 0.087
H10 -6.771 -1.528 1.736
H11 -8.089 -0.740 3.989
H12 -6.214 0.717 5.344
N9 -3.098 1.090 -4.776
C13 -2.242 0.237 -4.212
S1 -0.575 0.666 -4.132
N10 -2.644 -0.956 -3.862
N11 -1.992 -1.756 -3.052
C14 -1.643 -2.954 -3.375
C15 -0.946 -3.756 -2.392
C16 -0.467 -5.031 -2.703
C17 0.259 -5.726 -1.753
C18 0.507 -5.121 -0.528
C19 -0.001 -3.849 -0.303
N12 -0.721 -3.179 -1.196
H13 -2.802 2.028 -4.989
H14 -4.085 0.889 -4.774
H15 -1.784 -3.339 -4.385
H16 -0.663 -5.459 -3.673
H17 0.638 -6.712 -1.968
H18 1.086 -5.623 0.232
H19 0.180 -3.337 0.635
C20 1.788 4.507 1.693
C21 1.973 4.522 0.178
N13 1.586 3.237 -0.383
C22 0.306 3.086 -0.768
C23 -0.272 1.891 -1.072
C24 -1.742 1.871 -1.482
O1 -2.241 2.886 -1.924
O2 -2.326 0.747 -1.320
C25 0.471 0.678 -0.974
O3 -0.011 -0.475 -1.102
C26 1.884 0.868 -0.671
C27 2.713 -0.256 -0.625
C28 4.042 -0.131 -0.326
F1 4.799 -1.250 -0.308
C29 4.621 1.126 -0.070
C30 3.787 2.233 -0.081
C31 2.418 2.142 -0.373
N14 5.991 1.316 0.195
C32 6.780 0.199 0.674
C33 8.025 0.736 1.374
N15 8.813 1.538 0.403
C34 7.993 2.665 -0.113
C35 6.737 2.100 -0.771
H20 2.085 5.461 2.115
H21 2.385 3.723 2.153
H22 0.744 4.337 1.944
H23 3.000 4.764 -0.095
H24 1.325 5.281 -0.261
H25 -0.306 3.977 -0.823
H26 2.287 -1.221 -0.853
H27 4.228 3.191 0.141
H28 7.087 -0.478 -0.138
H29 6.199 -0.373 1.396
H30 8.629 -0.091 1.748
H31 7.743 1.383 2.207
H32 9.080 0.932 -0.385
H33 9.677 1.886 0.836
H34 8.571 3.244 -0.833
H35 7.724 3.303 0.729
H36 7.028 1.485 -1.638
H37 6.122 2.920 -1.140

As for the total charge: +2. The maximum force is 2.22 eV/A. Its HOMO-LUMO gap (alpha / beta) is 7.38 / 5.64 eV. Its spin multiplicity is 2.

Atom charges from the Mulliken analysis, given in e for atoms 1 to 2: Sc -1.172; C -1.669


No. 2
# C21H22BrClN3PtS2

A structure of composition C21H22BrClN3PtS2 (wB97M-V/def2-TZVPD, the Open Molecules 2025 dataset).

CARTESIAN COORDINATES (ANGSTROEM)
Pt1 -0.106 0.207 -0.994
C1 2.859 -0.429 -1.042
N1 1.918 -0.055 0.042
C2 1.752 -1.158 1.006
C3 0.492 -0.996 1.819
N2 -0.695 -1.155 0.968
C4 -1.889 -0.583 1.639
C5 -0.922 -2.565 0.673
C6 -1.406 -3.428 1.654
C7 -1.660 -4.754 1.363
C8 -1.402 -5.239 0.085
C9 -0.891 -4.393 -0.880
C10 -0.660 -3.045 -0.593
S1 -0.042 -2.043 -1.887
C11 2.336 1.184 0.709
C12 3.656 1.339 1.118
C13 4.076 2.516 1.710
C14 3.174 3.556 1.896
C15 1.855 3.394 1.512
C16 1.434 2.199 0.929
S2 -0.259 2.020 0.531
H1 3.789 -0.825 -0.629
H2 3.073 0.440 -1.654
H3 2.400 -1.197 -1.659
H4 2.606 -1.184 1.687
H5 1.732 -2.095 0.448
H6 0.457 -0.009 2.282
H7 0.497 -1.741 2.618
H8 -1.975 -0.944 2.665
H9 -2.778 -0.866 1.085
H10 -1.810 0.498 1.669
H11 -1.590 -3.069 2.659
H12 -2.059 -5.403 2.130
H13 -1.599 -6.276 -0.153
H14 -0.667 -4.761 -1.873
H15 4.365 0.535 0.970
H16 5.108 2.621 2.016
H17 3.496 4.488 2.340
H18 1.132 4.187 1.651
Br1 -3.304 -0.545 -1.690
C17 -2.927 1.251 -2.106
C18 -3.914 2.053 -2.650
C19 -3.573 3.352 -2.984
C20 -2.282 3.802 -2.757
C21 -1.369 2.942 -2.188
N3 -1.686 1.686 -1.867
H19 -4.906 1.660 -2.809
H20 -4.314 4.009 -3.419
H21 -1.981 4.807 -3.013
H22 -0.352 3.243 -1.980
Cl1 0.810 0.766 -3.044

As for the total charge: +1. The maximum force is 1.83 eV/A. Its HOMO-LUMO gap is 5.66 eV. The energy relative to the best compared isomer or geometry (same formula, charge and spin) is 0.0000 eV.

Atom charges from the Mulliken analysis, given in e for atoms 1 to 2: Pt 2.646; C -1.241


No. 3
# C40H47O7PdS4Si

A structure of composition C40H47O7PdS4Si (wB97M-V/def2-TZVPD, the Open Molecules 2025 dataset).

CARTESIAN COORDINATES (ANGSTROEM)
Pd1 0.037 0.053 -0.645
O1 0.509 -0.116 1.613
S1 0.147 -1.263 2.548
C1 1.747 -1.957 3.051
C2 2.603 -2.275 1.825
C3 3.897 -1.463 1.827
C4 3.721 0.049 1.792
S2 3.486 0.779 0.156
O2 2.507 -0.073 -0.603
C5 5.093 0.368 -0.514
C6 6.212 1.045 -0.045
C7 7.455 0.743 -0.576
C8 7.570 -0.214 -1.576
C9 6.442 -0.868 -2.050
C10 5.192 -0.577 -1.519
C11 -0.207 -0.517 4.127
C12 -0.709 -1.311 5.145
C13 -0.994 -0.731 6.371
C14 -0.793 0.629 6.560
C15 -0.296 1.414 5.528
C16 0.006 0.840 4.300
H1 1.485 -2.847 3.627
H2 2.232 -1.251 3.725
H3 2.044 -2.091 0.907
H4 2.864 -3.334 1.826
H5 4.521 -1.780 0.987
H6 4.461 -1.709 2.730
H7 4.606 0.561 2.177
H8 2.862 0.392 2.370
H9 6.117 1.807 0.721
H10 8.333 1.263 -0.217
H11 8.541 -0.441 -1.994
H12 6.531 -1.604 -2.838
H13 4.298 -1.066 -1.881
H14 -0.895 -2.363 4.978
H15 -1.386 -1.340 7.176
H16 -1.026 1.080 7.515
H17 -0.140 2.474 5.678
H18 0.395 1.430 3.480
C17 0.935 4.614 -1.241
C18 1.263 3.143 -1.359
O3 0.447 2.369 -0.464
H19 1.578 5.198 -1.900
H20 1.081 4.959 -0.217
H21 -0.103 4.805 -1.529
H22 2.296 2.942 -1.081
H23 1.113 2.795 -2.387
H24 -0.438 2.765 -0.430
O4 -0.583 -1.237 -5.482
S3 0.265 -0.093 -5.509
O5 -0.276 1.174 -5.858
O6 1.675 -0.270 -5.438
S4 -0.015 0.251 -2.887
C19 0.897 -3.393 -3.076
C20 -0.454 -3.997 -2.695
C21 -1.015 -2.989 -1.698
O7 0.124 -2.267 -1.161
C22 1.340 -2.765 -1.772
H25 0.774 -2.634 -3.848
H26 1.607 -4.134 -3.438
H27 -0.317 -4.970 -2.220
H28 -1.117 -4.125 -3.550
H29 -1.534 -3.466 -0.869
H30 -1.680 -2.264 -2.173
H31 1.786 -3.503 -1.098
H32 2.022 -1.924 -1.881
C23 -4.343 -0.823 -4.547
C24 -3.416 0.208 -4.478
C25 -2.920 0.604 -3.244
C26 -3.321 -0.022 -2.055
C27 -4.281 -1.032 -2.147
C28 -4.783 -1.431 -3.380
Si1 -2.516 0.460 -0.428
C29 -2.624 2.322 -0.135
C30 -2.116 2.871 1.052
C31 -2.174 4.234 1.300
C32 -2.736 5.087 0.359
C33 -3.247 4.566 -0.821
C34 -3.197 3.199 -1.062
C35 -3.394 -0.420 0.984
C36 -3.962 0.279 2.056
C37 -4.606 -0.384 3.086
C38 -4.693 -1.768 3.080
C39 -4.128 -2.485 2.035
C40 -3.487 -1.815 1.006
H33 -4.731 -1.140 -5.506
H34 -3.082 0.707 -5.379
H35 -2.238 1.449 -3.210
H36 -4.649 -1.513 -1.249
H37 -5.524 -2.219 -3.427
H38 -1.652 2.217 1.784
H39 -1.777 4.633 2.226
H40 -2.782 6.152 0.549
H41 -3.696 5.225 -1.554
H42 -3.622 2.812 -1.979
H43 -3.934 1.361 2.075
H44 -5.047 0.184 3.895
H45 -5.205 -2.286 3.881
H46 -4.199 -3.566 2.015
H47 -3.056 -2.391 0.198

As for the total charge: +1. The maximum force is 0.34 eV/A. Its HOMO-LUMO gap (alpha / beta) is 6.90 / 6.00 eV. The energy relative to the best compared isomer or geometry (same formula, charge and spin) is 0.0000 eV. Its spin multiplicity is 5.

Atom charges from the Mulliken analysis, given in e for atoms 1 to 2: Pd 1.578; O -0.891


No. 4
# CH4OS

A cluster of 2 separate species, CH4OS in total (wB97M-V/def2-TZVPD, the Open Molecules 2025 dataset).

CARTESIAN COORDINATES (ANGSTROEM)
S1 1.202 -0.795 1.139
H1 0.888 -0.282 -0.138
H2 1.963 0.358 1.324
O1 -0.401 -0.301 -1.470
C1 -1.199 0.283 -0.720
H3 -1.747 -0.377 -0.047
H4 -0.706 1.115 -0.088

The maximum force is 5.78 eV/A. Its HOMO-LUMO gap is 9.15 eV. The energy relative to the best compared isomer or geometry (same formula, charge and spin) is 1.6076 eV. As for the SMILES: C=O.S.

Atom charges from the Mulliken analysis, given in e for atoms 1 to 2: S -0.334; H 0.178


No. 5
# C16H18N2O4S

An isolated molecule of C16H18N2O4S (wB97M-V/def2-TZVPD, the Open Molecules 2025 dataset).

CARTESIAN COORDINATES (ANGSTROEM)
C1 -5.759 -1.697 -0.102
C2 -6.140 -0.445 0.674
H1 -6.814 0.181 0.080
H2 -6.607 -0.697 1.628
O1 -4.982 0.320 1.018
C3 -4.492 1.137 0.090
O2 -4.985 1.323 -0.991
C4 -3.200 1.783 0.565
C5 -2.078 1.025 -0.073
C6 -1.665 1.150 -1.363
S1 -0.369 0.067 -1.701
C7 -0.506 -0.512 -0.059
N1 -1.422 0.074 0.640
N2 0.216 -1.534 0.509
C8 1.140 -2.428 0.048
O3 1.469 -3.363 0.745
C9 1.729 -2.211 -1.341
O4 2.081 -0.884 -1.630
C10 3.029 -0.258 -0.857
C11 3.253 1.084 -1.160
C12 4.187 1.808 -0.452
C13 4.922 1.220 0.575
C14 4.688 -0.114 0.866
C15 3.751 -0.857 0.164
H3 3.601 -1.892 0.428
H4 5.243 -0.594 1.658
C16 5.942 2.017 1.329
H5 6.318 1.460 2.183
H6 5.512 2.953 1.683
H7 6.783 2.262 0.680
H8 4.351 2.847 -0.696
H9 2.681 1.532 -1.956
H10 0.975 -2.477 -2.090
H11 2.585 -2.890 -1.447
H12 -0.091 -1.727 1.459
H13 -2.036 1.814 -2.116
H14 -3.185 2.823 0.243
H15 -3.123 1.700 1.647
H16 -6.646 -2.295 -0.289
H17 -5.312 -1.421 -1.054
H18 -5.044 -2.286 0.466

The maximum force is 1.12 eV/A. Its HOMO-LUMO gap is 9.08 eV. The energy relative to the best compared isomer or geometry (same formula, charge and spin) is 0.5948 eV. As for the SMILES: CCOC(=O)Cc1csc(NC(=O)COc2ccc(C)cc2)n1.

Atom charges from the Mulliken analysis, given in e for atoms 1 to 2: C -1.069; C -0.250


No. 6
# C41H39BrF4FeN2PS3SbTe

A structure of composition C41H39BrF4FeN2PS3SbTe (wB97M-V/def2-TZVPD, the Open Molecules 2025 dataset).

CARTESIAN COORDINATES (ANGSTROEM)
Fe1 0.711 1.032 0.100
F1 -5.135 -2.293 -4.216
C1 -4.393 -1.503 -3.452
C2 -4.558 -0.132 -3.492
F2 -5.514 0.383 -4.265
C3 -3.779 0.689 -2.705
F3 -4.104 1.978 -2.709
C4 -2.778 0.210 -1.849
P1 -1.401 1.329 -1.182
C5 -2.452 2.303 -0.018
C6 -3.594 1.724 0.544
C7 -4.398 2.437 1.420
C8 -4.067 3.739 1.765
C9 -2.926 4.318 1.231
C10 -2.122 3.606 0.352
C11 -1.319 2.343 -2.718
C12 -0.666 1.728 -3.785
C13 -0.482 2.397 -4.984
C14 -0.970 3.685 -5.137
C15 -1.660 4.285 -4.094
C16 -1.834 3.621 -2.891
C17 -2.693 -1.189 -1.797
Br1 -1.568 -2.001 -0.520
C18 -3.479 -2.030 -2.563
F4 -3.375 -3.354 -2.451
H1 -3.863 0.706 0.285
H2 -5.294 1.978 1.821
H3 -4.696 4.295 2.449
H4 -2.658 5.334 1.491
H5 -1.242 4.076 -0.067
H6 -0.278 0.721 -3.671
H7 0.058 1.915 -5.789
H8 -0.818 4.220 -6.067
H9 -2.060 5.284 -4.212
H10 -2.391 4.104 -2.102
S1 2.761 4.924 1.641
Sb1 1.296 3.194 1.348
S2 2.740 1.163 1.198
S3 1.069 2.981 -1.077
Te1 2.108 -1.392 0.352
C19 2.512 -1.882 2.445
C20 1.644 -2.710 3.148
C21 1.876 -3.016 4.483
C22 2.980 -2.486 5.135
C23 3.852 -1.661 4.439
C24 3.624 -1.368 3.102
C25 2.016 -3.587 0.094
C26 3.238 -4.188 -0.203
C27 3.375 -5.569 -0.223
C28 2.281 -6.378 0.052
C29 1.053 -5.796 0.324
C30 0.925 -4.412 0.343
H11 0.780 -3.131 2.647
H12 1.188 -3.666 5.012
H13 3.155 -2.712 6.180
H14 4.715 -1.241 4.940
H15 4.306 -0.720 2.566
H16 4.097 -3.559 -0.413
H17 4.337 -6.015 -0.444
H18 2.389 -7.456 0.059
H19 0.190 -6.420 0.529
H20 -0.050 -3.988 0.553
C31 0.213 1.270 5.367
C32 -0.702 0.671 4.304
C33 -1.964 1.522 4.160
C34 -1.060 -0.774 4.669
N1 0.064 0.777 3.051
N2 -0.534 0.235 1.876
H21 -0.295 1.307 6.332
H22 0.507 2.281 5.080
H23 1.119 0.667 5.470
H24 -2.478 1.612 5.119
H25 -2.667 1.087 3.447
H26 -1.691 2.519 3.811
H27 -1.605 -0.802 5.615
H28 -0.154 -1.373 4.769
H29 -1.699 -1.232 3.909
H30 0.978 0.339 3.141
H31 -1.438 0.681 1.748
H32 -0.701 -0.762 1.990
C35 1.473 -0.482 -2.311
C36 2.415 -0.267 -3.355
C37 3.340 0.795 -3.267
C38 4.229 1.038 -4.293
C39 4.216 0.245 -5.439
C40 3.305 -0.801 -5.545
C41 2.426 -1.068 -4.515
H33 0.659 -1.182 -2.479
H34 1.229 0.408 -1.716
H35 3.321 1.423 -2.383
H36 4.933 1.856 -4.216
H37 4.911 0.443 -6.245
H38 3.281 -1.401 -6.447
H39 1.713 -1.881 -4.600

As for the total charge: -1. The maximum force is 2.06 eV/A. Its HOMO-LUMO gap (alpha / beta) is 5.67 / 5.06 eV. Its spin multiplicity is 6.

Atom charges from the Mulliken analysis, given in e for atoms 1 to 2: Fe 0.043; F -0.303


No. 7
# C42H35FN7O14

A cluster of 7 separate species, C42H35FN7O14 in total (wB97M-V/def2-TZVPD, the Open Molecules 2025 dataset).

CARTESIAN COORDINATES (ANGSTROEM)
O1 2.506 -4.226 6.531
C1 2.444 -3.917 5.207
O2 1.111 -3.712 4.604
C2 3.881 -3.757 4.435
C3 4.263 -2.339 3.654
C4 5.753 -2.282 2.956
N1 6.721 -3.472 3.025
C5 6.385 -4.798 3.720
C6 4.949 -5.024 4.493
F1 4.619 -6.292 5.214
H1 0.768 -2.866 5.061
H2 3.500 -1.447 3.633
H3 6.043 -1.282 2.393
H4 7.666 -3.343 2.562
H5 7.206 -5.658 3.678
C7 2.908 -0.483 -2.381
C8 2.449 0.545 -1.556
C9 3.277 1.064 -0.559
C10 4.570 0.546 -0.398
C11 5.030 -0.492 -1.220
C12 4.192 -1.004 -2.212
N2 5.454 1.104 0.632
O3 5.003 2.009 1.351
O4 6.601 0.643 0.721
H6 2.261 -0.881 -3.161
H7 1.447 0.944 -1.693
H8 2.905 1.865 0.076
H9 6.029 -0.906 -1.103
H10 4.541 -1.808 -2.857
C13 -2.775 -2.251 -5.132
C14 -2.408 -0.975 -5.564
C15 -1.645 -0.149 -4.736
C16 -1.250 -0.614 -3.474
C17 -1.624 -1.891 -3.035
C18 -2.389 -2.707 -3.870
N3 -0.427 0.241 -2.610
O5 -0.132 1.371 -3.027
O6 -0.069 -0.218 -1.516
H11 -3.365 -2.894 -5.782
H12 -2.714 -0.626 -6.548
H13 -1.367 0.842 -5.088
H14 -1.328 -2.262 -2.056
H15 -2.682 -3.701 -3.539
C19 -1.172 -3.884 7.064
C20 -1.818 -4.128 8.277
C21 -3.140 -3.716 8.461
C22 -3.809 -3.062 7.417
C23 -3.160 -2.809 6.201
C24 -1.837 -3.223 6.030
N4 -5.206 -2.648 7.596
O7 -5.739 -2.873 8.692
O8 -5.773 -2.103 6.638
H16 -0.144 -4.213 6.923
H17 -1.293 -4.643 9.078
H18 -3.629 -3.913 9.412
H19 -3.665 -2.297 5.385
H20 -1.326 -3.034 5.089
C25 2.230 6.419 -4.010
C26 1.437 7.364 -4.664
C27 0.201 6.993 -5.196
C28 -0.236 5.668 -5.062
C29 0.561 4.716 -4.413
C30 1.796 5.098 -3.888
N5 -1.546 5.278 -5.597
O9 -2.213 6.145 -6.181
O10 -1.912 4.105 -5.430
H21 3.190 6.715 -3.592
H22 1.782 8.392 -4.756
H23 -0.405 7.741 -5.702
H24 0.236 3.683 -4.307
H25 2.421 4.367 -3.380
C31 -0.164 -6.836 2.133
C32 0.475 -7.116 0.925
C33 0.111 -6.429 -0.235
C34 -0.897 -5.457 -0.172
C35 -1.545 -5.179 1.039
C36 -1.174 -5.875 2.192
N6 -1.266 -4.713 -1.382
O11 -0.683 -5.001 -2.438
O12 -2.138 -3.838 -1.279
H26 0.127 -7.371 3.036
H27 1.260 -7.868 0.887
H28 0.618 -6.659 -1.169
H29 -2.332 -4.430 1.101
H30 -1.670 -5.664 3.137
C37 -5.201 7.392 -3.833
C38 -5.660 8.420 -3.008
C39 -4.832 8.939 -2.010
C40 -3.539 8.421 -1.850
C41 -3.079 7.384 -2.672
C42 -3.917 6.871 -3.664
N7 -2.655 8.980 -0.820
O13 -3.106 9.884 -0.100
O14 -1.508 8.518 -0.731
H31 -5.848 6.994 -4.613
H32 -6.662 8.820 -3.145
H33 -5.204 9.740 -1.376
H34 -2.080 6.969 -2.555
H35 -3.568 6.068 -4.309

As for the total charge: +1. The maximum force is 9.40 eV/A. Its HOMO-LUMO gap is 4.60 eV.

Atom charges from the Mulliken analysis, given in e for atoms 1 to 2: O -0.426; C 0.250